Entry from the Open Molecules 2025 dataset: 8 unconnected molecules or ions with the total composition H15O11S at a distorted geometry (the ωB97M-V functional and the def2-TZVPD basis).

As for the HOMO energy: -2.91 eV. For the max |F|, the calculation gives 10.5 eV/A. For the gap between HOMO and LUMO, the calculation gives 4.4 eV. The relative energy (zero: lowest compared OMol25 entry of this formula, charge and spin) is 177.3 kJ/mol. As for the net charge: -1. The value obtained for the total energy is -33599.4912 eV.

Geometry as XYZ:
```
27
H15O11S (the ωB97M-V functional and the def2-TZVPD basis)
O 0.62925 0.20239 0.05807
H 0.76166 -0.22982 1.02597
H 1.15399 0.06600 -0.77149
H -0.36242 0.09249 -0.11245
S -2.93536 -0.77738 -1.09048
O -4.07417 -0.25583 -0.46017
O -2.74441 -0.07384 -2.32600
O -1.78810 -0.49891 -0.29910
O -3.07253 -2.22294 -1.40727
O -0.74020 3.16869 -0.10124
H 0.25182 3.38950 -0.18124
H -0.98509 2.71331 -0.98572
O 2.24098 -1.31895 -1.53720
H 2.75206 -1.17191 -2.29368
H 3.15408 -1.45485 -0.91488
O -1.21821 -1.00999 2.15193
H -1.55573 -0.61644 1.19990
H -1.23289 -1.98449 1.96777
O 0.38346 1.39643 3.05052
H 0.45548 0.46337 3.05572
H -0.46892 1.48144 2.68837
O 2.16244 -1.14711 1.68564
H 2.60945 -0.85024 2.43141
H 1.93916 -2.09335 1.96205
O 0.73698 0.97140 -2.61808
H 0.48988 0.33536 -3.10332
H 1.45732 1.42569 -3.07503
```

***

Entry from the Open Molecules 2025 dataset: a molecular structure, H16InO8 at a distorted geometry (the ωB97M-V functional and the def2-TZVPD basis).

As for the HOMO energy: -22.81 eV. For the max |F|, the calculation gives 3.3 eV/A. For the gap between HOMO and LUMO, the calculation gives 11.5 eV. The relative energy (zero: lowest compared OMol25 entry of this formula, charge and spin) is 39.9 kJ/mol. As for the net charge: +3. The value obtained for the total energy is -21785.0545 eV.

Geometry as XYZ:
```
25
H16InO8 (the ωB97M-V functional and the def2-TZVPD basis)
In 0.08456 0.13020 0.02872
O 2.05156 -0.78580 0.50372
H 2.51856 -1.24280 -0.23828
H 2.83156 -0.65980 1.06572
O -2.09644 -1.50980 0.62472
H -2.17244 -2.45980 0.46672
H -2.94544 -1.08680 0.75872
O 1.40656 0.89520 -1.45028
H 2.36456 0.86120 -1.47028
H 1.17256 1.52120 -2.16028
O -0.09744 -0.55380 2.07072
H 0.56656 -0.85780 2.62172
H -0.91544 -0.90980 2.42672
O -1.20644 0.45620 -1.82428
H -1.42344 1.33120 -2.08628
H -1.06344 -0.01780 -2.63828
O 0.08256 -1.70080 -1.10128
H 0.10956 -1.72180 -2.03028
H 0.52156 -2.54880 -0.97628
O 1.03356 1.78720 1.07372
H 1.46656 1.79020 1.91172
H 1.53556 2.43320 0.62472
O -1.68744 1.28920 0.61772
H -1.61644 2.19520 0.99472
H -2.52144 1.36520 0.18572
```

***

Entry from the Open Molecules 2025 dataset: a molecular structure, H16N2O14Zn3 at a distorted geometry (the ωB97M-V functional and the def2-TZVPD basis).

As for the HOMO energy: -18.34 eV. For the max |F|, the calculation gives 4.2 eV/A. For the gap between HOMO and LUMO, the calculation gives 1.8 eV. The relative energy (zero: lowest compared OMol25 entry of this formula, charge and spin) is 1084.2 kJ/mol. As for the net charge: +4. The value obtained for the total energy is -177099.3142 eV.

Geometry as XYZ:
```
35
H16N2O14Zn3 (the ωB97M-V functional and the def2-TZVPD basis)
Zn -1.12391 1.90949 -4.65235
Zn -3.78366 1.33319 2.06743
Zn 2.71023 -1.59614 0.80341
N -0.68923 0.34862 -0.81210
O 0.06540 -0.47049 -0.34024
O -1.59389 0.83613 -0.22112
O -0.49361 0.71580 -1.97039
N -2.71743 -1.70776 4.62983
O -3.80319 -1.87353 5.11251
O -1.71720 -2.41085 4.87693
O -2.53025 -0.79906 3.82482
O 1.77528 -4.13301 1.06156
H 2.00248 -4.87859 1.61719
H 0.99415 -4.41683 0.58668
O -5.11554 3.05731 0.32146
H -4.61627 3.63937 -0.25140
H -5.99631 3.43187 0.33540
O 1.52432 -1.37482 3.37999
H 1.97187 -1.08310 4.17424
H 0.71089 -1.76962 3.69413
O 3.36517 -1.90843 -1.89019
H 3.62917 -2.81465 -2.04920
H 3.40728 -1.49165 -2.75086
O 3.64292 0.99733 0.85006
H 4.46605 1.21648 0.41342
H 3.27140 1.84323 1.10038
O -1.71692 3.14743 3.02867
H -1.83448 3.71087 3.79349
H -0.76784 3.07833 2.92511
O 1.52502 2.14558 -5.21912
H 1.92648 2.56728 -5.97887
H 2.23312 2.08134 -4.57826
O -0.42449 -0.80037 -5.81052
H -0.22023 -1.62825 -5.37563
H -0.07679 -0.90251 -6.69647
```

***

Entry from the Open Molecules 2025 dataset: 9 unconnected molecules or ions with the total composition H16NO11 at a distorted geometry (the ωB97M-V functional and the def2-TZVPD basis).

As for the HOMO energy: -7.08 eV. For the max |F|, the calculation gives 4.9 eV/A. For the gap between HOMO and LUMO, the calculation gives 10.3 eV. The relative energy (zero: lowest compared OMol25 entry of this formula, charge and spin) is 150.9 kJ/mol. As for the net charge: -1. The value obtained for the total energy is -24271.0344 eV.

Geometry as XYZ:
```
28
H16NO11 (the ωB97M-V functional and the def2-TZVPD basis)
N -0.20136 -0.10904 -1.08135
O 1.05816 -0.26964 -1.11644
O -0.88434 -1.11927 -0.91763
O -0.69409 0.97188 -0.70374
O 1.49049 1.07871 1.42381
H 1.18019 0.83168 0.56948
H 1.97179 1.87606 1.43673
O -0.75394 3.69859 0.28396
H -1.60457 3.76688 0.77817
H -0.82176 2.81022 -0.05617
O 2.72425 2.97629 -1.08271
H 2.00991 2.38045 -1.31133
H 2.41334 3.87758 -1.18504
O -2.95748 -1.73158 0.86258
H -2.36933 -1.49784 0.15354
H -2.44505 -1.58459 1.65511
O 0.70883 -2.24973 1.10349
H 1.36210 -2.80433 0.69429
H 0.11412 -1.85009 0.52561
O -1.17933 -3.77276 -1.50553
H -1.14418 -2.85643 -1.45955
H -2.08701 -3.87711 -1.30224
O 3.52360 -0.64827 0.36176
H 2.75941 -1.09544 0.04075
H 4.20592 -1.27871 0.42306
O -3.06457 1.15114 0.55298
H -3.16165 0.20369 0.62323
H -2.15348 1.12167 0.23319
```

***

Entry from the Open Molecules 2025 dataset: 9 unconnected molecules or ions with the total composition H16NO11 at a distorted geometry (the ωB97M-V functional and the def2-TZVPD basis).

As for the HOMO energy: -7.53 eV. For the max |F|, the calculation gives 7.4 eV/A. For the gap between HOMO and LUMO, the calculation gives 9.7 eV. The relative energy (zero: lowest compared OMol25 entry of this formula, charge and spin) is 310.3 kJ/mol. As for the net charge: -1. The value obtained for the total energy is -24269.3825 eV.

Geometry as XYZ:
```
28
H16NO11 (the ωB97M-V functional and the def2-TZVPD basis)
N 31.40400 3.21000 22.05300
O 32.16900 2.25900 21.95400
O 30.51900 3.45400 21.14000
O 31.11000 3.40500 23.26800
O 33.80000 0.56600 20.41500
H 33.23100 1.06500 21.04300
H 33.16500 0.06500 20.11100
O 32.40700 1.99800 26.40300
H 32.12700 2.05800 25.46900
H 32.01200 2.80700 26.79200
O 28.44700 5.45400 21.79700
H 28.40600 6.12000 21.01800
H 29.26500 5.01100 21.74400
O 32.67000 0.51700 23.92100
H 33.33900 -0.12200 23.78200
H 32.48900 1.06400 23.23000
O 32.70500 3.39100 18.97700
H 32.05200 2.85500 18.27600
H 32.17800 3.49000 19.81700
O 33.21800 4.96900 24.25000
H 34.01100 4.64100 23.93300
H 32.43600 4.51100 23.68800
O 28.96200 2.44800 25.20500
H 29.45800 1.64400 25.11100
H 29.43800 2.73800 24.30000
O 29.22200 2.35300 18.98400
H 29.31200 1.41200 18.99500
H 29.62900 2.77400 19.74100
```